C5H7NO | ωB97M-V/def2-TZVPD

Structure (XYZ):
```
14
C5H7NO (ωB97M-V/def2-TZVPD)
C 0.757 0.809 -1.519
N -0.691 1.022 -1.835
C -0.308 0.337 -0.659
C 0.936 -1.270 0.932
C 0.144 -0.247 1.772
C -0.818 0.120 0.677
O -0.666 -0.984 -0.312
H 1.310 0.042 -2.055
H 1.309 1.719 -1.293
H -1.020 0.358 -2.533
H 0.549 -2.271 1.202
H 0.755 0.604 2.094
H -0.409 -0.634 2.639
H -1.849 0.396 0.890
```

strongest force on any atom	0.0072	hartree/bohr
charge	0
M	97.117	g mol⁻¹
electronic energy	-8829.25263	eV